Record 1
A structure of composition C43H44AsFeNOP2S2 in a non-equilibrium geometry, computed with the ωB97M-V functional and the def2-TZVPD basis.

Geometry as XYZ:
```
95
Properties=species:S:1:pos:R:3:forces:R:3
As 2.17557 -1.75181 -0.80939 -0.20 0.22 0.17
Fe 1.40605 -0.00834 0.73497 -0.59 -0.59 -0.08
S 2.32332 1.62004 -0.90139 -0.08 0.19 -0.05
S -0.74540 0.95093 2.91035 -0.14 -0.18 0.59
P -1.58498 0.92981 1.11050 1.53 -0.88 -0.83
P 0.32115 1.96685 -0.78231 0.08 -1.67 0.58
O 2.60011 0.03958 2.40638 0.37 -0.32 0.00
N 4.20443 0.83159 3.71651 0.09 0.10 0.14
C -2.91109 -0.32059 1.02718 -0.54 0.03 0.14
C 2.64983 -3.69189 -0.79410 -0.15 0.07 -0.05
C -0.66502 -3.17677 4.47178 -0.07 0.06 0.00
C 3.33659 -2.78166 2.92549 -0.13 0.41 -0.07
C -0.97091 2.82131 -5.11640 -0.04 -0.16 0.11
C 0.29165 -4.06100 -3.09047 0.04 0.08 -0.06
C -3.24229 -0.91821 -0.18642 0.17 0.03 0.08
C 1.54385 -2.57287 -4.48539 -0.01 0.01 -0.02
C 0.13175 5.81102 1.76049 -0.03 -0.01 -0.04
C -0.50992 5.79644 0.53112 -0.03 0.23 0.03
C -4.33832 -1.76084 -0.28186 -0.17 -0.14 0.04
C -5.11993 -2.01891 0.83672 0.08 0.04 0.01
C -0.24177 2.34737 -2.46746 0.17 0.42 -0.44
C -3.70722 -0.57682 2.14415 0.21 0.01 -0.06
C 1.62872 -3.55858 -5.45801 0.02 -0.10 -0.01
C -0.45056 0.53631 -0.15136 -0.23 1.92 -0.17
C -4.79482 -1.42809 2.05294 -0.15 -0.12 -0.04
C 0.87141 3.55502 1.39238 -0.05 0.06 -0.12
C 0.88221 -3.24122 2.63650 0.05 -0.16 -0.03
C -1.48315 1.72184 -4.43707 0.02 0.17 -0.28
C -2.58426 2.43841 0.85378 -0.38 0.00 0.03
C 3.55974 -0.20140 3.10860 0.13 0.12 -0.08
C -0.07098 3.66729 -4.47815 0.03 0.14 -0.16
C 1.92917 -2.87058 3.47476 0.07 0.09 0.03
C -3.18124 2.67071 -0.38648 0.10 -0.05 0.16
C 0.36017 -2.76687 5.30729 0.04 0.03 0.09
C 0.30349 3.42815 -3.16846 -0.18 -0.25 0.13
C 1.65144 -2.63367 4.81634 -0.03 0.04 0.01
C 3.70280 -1.30405 -1.95992 0.09 -0.08 -0.09
C -0.47196 4.66499 -0.26798 0.10 -0.21 0.08
C -0.39766 -3.41930 3.13438 -0.08 0.08 -0.02
C 0.87981 -2.80668 -3.28132 -0.08 -0.02 -0.01
C 0.38109 -5.04887 -4.05662 -0.01 -0.04 0.00
C 0.77200 -1.76177 -2.22851 0.07 -0.11 0.00
C -2.83028 3.31756 1.90396 0.14 -0.06 -0.10
C 0.81953 4.68326 2.19036 0.02 0.06 0.02
C 4.16664 -1.57094 3.38646 -0.41 -0.26 -0.13
C -1.11582 1.48579 -3.12233 -0.03 0.11 0.22
C -3.63212 4.42965 1.70741 -0.15 0.20 -0.07
C 0.22317 3.53459 0.15591 -0.17 0.18 -0.12
C -4.20640 4.67178 0.46681 0.08 -0.08 0.05
C -3.97893 3.78460 -0.57814 -0.11 0.14 -0.11
C 1.05965 -4.80665 -5.24359 0.01 0.04 -0.04
H -5.97621 -2.67820 0.76313 -0.01 -0.01 0.00
H 2.44020 -2.32672 5.49514 0.02 0.01 -0.03
H 2.13162 -3.35302 -6.39539 0.04 0.02 0.02
H 3.27403 -2.76670 1.83626 0.02 -0.06 0.03
H 1.31465 4.68637 3.15407 -0.01 -0.02 0.01
H -2.16767 1.04978 -4.94102 0.00 -0.02 0.02
H -1.50185 0.63068 -2.57877 0.06 0.00 0.08
H 1.95006 -4.29441 -0.21301 -0.01 0.04 -0.02
H 0.08876 6.69585 2.38432 0.01 0.01 0.00
H -0.08852 -6.01088 -3.88998 0.01 -0.01 0.02
H 5.14021 0.71326 4.06014 -0.03 -0.03 0.11
H 3.74112 -1.98510 -2.81264 0.03 -0.02 0.02
H 4.37042 -1.65076 4.45629 0.08 0.14 0.01
H -1.67459 -3.27238 4.84953 0.00 0.00 0.01
H 1.13475 -5.57971 -5.99801 -0.02 0.01 -0.02
H -0.24744 -4.24846 -2.16862 0.00 -0.01 0.01
H -4.82770 5.54563 0.31324 -0.01 0.01 0.00
H -4.42698 3.97147 -1.54737 0.01 -0.04 -0.01
H 2.65854 -4.05796 -1.82057 0.07 -0.08 0.02
H 0.34163 4.51383 -5.01519 0.01 0.00 0.01
H -1.26238 3.00874 -6.14243 0.01 0.01 -0.01
H 1.06894 -3.40307 1.58118 0.03 0.07 0.08
H 1.40911 2.67297 1.71387 0.00 0.01 0.04
H -4.58907 -2.22006 -1.23111 0.02 0.00 -0.01
H -2.36531 3.12776 2.86370 0.02 -0.04 0.00
H 4.62876 -1.39766 -1.38929 -0.03 -0.04 0.04
H -3.44287 -0.10588 3.08446 0.00 -0.03 0.01
H -0.99345 4.65186 -1.21594 -0.03 0.04 0.01
H -3.81122 5.12192 2.52166 0.03 -0.02 0.03
H 0.84496 -0.75634 -2.64776 -0.08 0.02 0.08
H 3.92080 1.75545 3.42859 0.03 -0.03 -0.03
H 3.61695 -0.27735 -2.30708 -0.08 0.00 0.03
H 3.87008 -3.68779 3.22672 0.12 0.03 -0.13
H 3.64786 -3.81132 -0.36831 -0.01 0.06 0.03
H -3.00561 1.97929 -1.20149 0.00 0.00 -0.01
H 0.15559 -2.53106 6.34461 0.00 -0.05 0.01
H 5.13091 -1.58633 2.86909 0.04 -0.03 0.06
H -5.40051 -1.63543 2.92765 0.01 0.03 0.01
H -1.04830 6.67505 0.19518 -0.03 -0.01 -0.01
H -1.19832 -3.71372 2.46853 -0.02 0.03 -0.04
H -0.17696 -1.84014 -1.69771 0.06 0.15 0.07
H 1.02715 4.05985 -2.66713 0.01 0.05 -0.07
H -2.61952 -0.71951 -1.05051 0.07 0.03 0.02
H 1.97704 -1.59626 -4.66841 0.01 0.01 0.03
```
Positions in Å, forces in eV/Å.

## Properties
spin multiplicity: 2
net charge: -1
Kohn-Sham gap (alpha / beta): 0.1944 / 0.1869 Eh
expectation value of S²: 0.763
LUMO (alpha / beta): 2.4 / 2.4 eV

***

Record 2
A structure of composition C43H44BrCsF4N2O5P in a non-equilibrium geometry, computed with the ωB97M-V functional and the def2-TZVPD basis.

Geometry as XYZ:
```
101
Properties=species:S:1:pos:R:3:forces:R:3
Cs -0.85889 0.24769 -0.18668 0.16 1.51 1.99
Br -1.17646 -2.70483 1.12564 -0.04 -0.75 0.22
P 1.72964 -2.62941 -0.39406 0.38 -1.02 0.40
F -0.02387 -6.88594 -2.97722 0.03 0.07 0.04
F -2.94806 -4.83162 0.02370 0.04 0.05 0.04
F 1.89451 -5.17068 -2.36323 -0.06 0.06 0.02
F -2.45425 -6.72830 -1.80895 0.02 0.05 0.03
O 0.22452 -1.02964 -1.91240 1.34 -0.99 -2.09
O 4.01109 1.16145 2.33960 -0.13 -0.22 0.11
O 0.62327 0.16738 -3.76684 0.22 0.22 0.15
O 2.54775 -0.52270 2.08093 0.02 -0.02 0.04
O 1.98789 0.34064 -0.46860 0.36 0.04 -0.20
N -1.31113 2.90014 1.06226 -0.04 0.28 0.15
N -3.38356 0.93621 0.03046 -1.44 0.56 0.16
C 3.97041 -5.67222 2.40122 -0.03 0.06 -0.07
C 2.40505 -3.88617 2.00646 -0.04 0.13 0.06
C -0.42709 4.93278 -0.81931 0.05 0.00 0.04
C -1.39880 6.07783 -1.10770 -0.04 0.05 0.01
C 2.92886 1.05132 0.26901 0.02 0.11 -0.35
C 0.87926 5.88774 1.11074 -0.01 -0.03 0.02
C 4.74767 -1.85944 -3.81716 -0.04 -0.02 0.06
C -4.91548 -1.84013 0.41391 -0.02 -0.03 0.01
C -1.51160 -5.83165 -1.50662 -0.07 -0.11 -0.05
C -3.50683 -1.42519 -1.62512 -0.25 0.18 0.08
C -4.57012 0.48990 -0.40112 -0.04 0.10 0.00
C -5.55271 1.50458 -0.36085 0.15 0.13 0.09
C 1.32188 5.88247 2.42168 -0.06 -0.08 -0.02
C 3.10097 0.44030 1.63589 0.06 0.14 -0.09
C 5.12609 -1.81825 -2.47990 -0.11 -0.02 -0.07
C -0.45642 3.92393 1.52123 -0.20 -0.32 -0.05
C -0.00147 4.91422 0.63916 0.08 0.16 -0.06
C 3.44050 -2.19110 -4.14666 0.00 0.00 0.04
C 4.31372 -5.64405 1.05396 -0.07 0.05 0.04
C 4.19948 -2.12081 -1.49258 0.00 0.03 0.02
C 2.51610 -2.49090 -3.15404 -0.04 0.00 -0.07
C 3.01185 -4.78843 2.87465 0.00 0.02 -0.07
C -0.39627 2.80073 3.84107 0.01 -0.04 -0.17
C -5.97905 -1.10837 -1.71754 -0.06 -0.02 -0.04
C -0.27476 -5.90393 -2.10470 -0.04 -0.14 -0.13
C -1.89643 2.75924 4.14542 -0.05 -0.02 -0.02
C -1.75280 -4.84457 -0.57120 -0.10 0.00 -0.03
C -3.56929 2.26926 0.35522 0.35 0.05 0.13
C 0.01248 3.88342 2.84995 -0.01 0.10 0.11
C 2.88629 -2.47935 -1.81433 0.06 0.18 0.13
C -4.90262 2.64248 0.12790 -0.19 -0.11 -0.10
C 0.48511 -3.93639 -0.89897 -0.17 0.23 0.14
C -4.74282 -0.96110 -0.83160 0.14 0.13 -0.01
C 0.81347 -0.12873 -2.58599 -0.02 -0.43 -0.33
C 0.77755 5.00881 -1.76037 0.03 0.02 -0.02
C 3.69279 -4.75054 0.19119 -0.05 -0.04 -0.12
C -0.77062 -3.92173 -0.27179 0.17 0.17 0.07
C 0.69912 -4.97583 -1.78510 0.26 -0.04 -0.11
C 1.88666 0.71908 -1.84356 -0.01 -0.17 -0.07
C 2.71857 -3.85798 0.64660 -0.03 0.05 0.02
C 0.88862 4.87504 3.27558 -0.01 -0.01 -0.02
C 0.11609 1.42185 3.40490 -0.05 0.19 0.07
C -2.55013 3.17149 0.83551 -0.41 -0.32 -0.07
H 6.13776 -1.54653 -2.20409 0.00 -0.01 0.00
H 1.25975 5.98964 -1.72115 -0.01 -0.03 0.01
H 3.91523 1.04299 -0.21572 0.02 0.05 -0.01
H 4.45096 -6.37189 3.07436 -0.01 0.00 -0.01
H 2.63997 2.10338 0.41327 0.03 0.02 -0.02
H 3.96833 -4.75593 -0.85612 -0.01 0.01 0.01
H -5.05558 -2.89072 0.13776 0.02 0.03 0.00
H -1.65391 6.10921 -2.16997 0.01 0.00 0.02
H 1.68714 -3.17128 2.39583 0.01 -0.05 -0.03
H 4.06325 0.73074 3.20761 0.05 0.08 -0.05
H 5.06252 -6.32695 0.67036 0.00 0.01 0.00
H 1.52948 4.25944 -1.50470 -0.02 0.00 0.00
H -2.07829 2.11141 5.00755 0.01 0.02 -0.01
H -2.92138 4.18395 1.04844 -0.04 0.01 -0.06
H -2.60324 -1.34633 -1.02407 -0.32 -0.30 -0.18
H 1.48789 -2.69407 -3.42569 0.03 0.00 -0.01
H -2.47166 2.36455 3.30725 0.05 0.01 0.04
H 2.73922 -4.79160 3.92332 0.01 0.02 -0.01
H -3.37015 -0.79684 -2.50871 0.05 -0.06 0.00
H 2.83440 0.55321 -2.36904 0.06 0.02 0.10
H 1.22517 6.66083 0.43288 0.00 -0.01 0.01
H -5.93465 -0.42646 -2.57000 0.01 -0.03 0.02
H 1.62098 1.77721 -1.94183 0.00 0.06 0.04
H 5.46368 -1.62413 -4.59500 -0.01 0.01 0.00
H -2.32572 5.96920 -0.54070 0.05 -0.01 0.00
H -0.31467 1.16134 2.44017 0.01 -0.04 0.09
H -0.95064 7.03833 -0.83479 -0.02 -0.03 -0.03
H -6.58993 1.41995 -0.64978 0.02 0.02 -0.01
H -5.78381 -1.51377 0.99206 0.01 -0.01 -0.02
H -6.89421 -0.89449 -1.15970 0.02 0.01 -0.01
H -0.94561 3.99651 -1.02424 0.01 -0.02 -0.01
H -3.61615 -2.46484 -1.94991 -0.02 0.02 0.04
H 0.10879 3.05504 4.77775 0.03 0.02 0.02
H 4.50519 -2.08198 -0.45184 -0.01 -0.01 -0.01
H -5.32281 3.62625 0.29162 -0.01 -0.03 -0.01
H -6.04819 -2.13184 -2.09814 -0.02 0.02 0.02
H -0.15794 0.65424 4.13311 0.01 0.01 -0.02
H 2.00327 6.64648 2.77521 0.00 -0.01 0.00
H 1.23874 4.85101 4.30251 0.00 0.02 -0.01
H -2.28036 3.75403 4.38262 0.02 -0.01 0.00
H 0.46393 4.83462 -2.79161 0.00 0.01 0.01
H 1.20136 1.43246 3.30767 0.01 -0.03 0.02
H 3.12403 -2.19525 -5.18196 0.00 0.00 0.01
H -4.03786 -1.77108 1.05774 -0.02 0.01 -0.01
```
Positions in Å, forces in eV/Å.

## Properties
net charge: -1
Kohn-Sham gap: 0.2344 Eh
LUMO: 1.9 eV

***

The following energy values (in eV) correspond, in order, to the records above: -184318.31336 -149274.15726.
The following energy relative to the best compared isomer or geometry (same formula, charge and spin) values (in kcal/mol) correspond, in order, to the records above: 27.59 36.42.